A cluster of 12 separate species, C93H208N12O17 in total at a distorted geometry, computed with the ωB97M-V functional and the def2-TZVPD basis.

XYZ file:
```
330
Properties=species:S:1:pos:R:3:forces:R:3:mulliken_charge:R:1
C -3.098176 -3.049074 2.892116 1.024 1.872 -1.667 -1.80
C -3.556268 -4.033252 1.869924 -2.093 -1.240 -0.808 2.04
C -3.403928 -5.498054 2.455898 -0.959 1.177 -1.068 -1.53
C -5.064315 -3.704254 1.598931 0.203 -0.136 1.275 -1.25
C -5.678590 -4.496854 0.473249 0.690 0.458 -1.003 -0.86
C -4.822787 -4.271269 -0.788409 -0.503 -1.229 0.402 -1.28
C -3.335742 -4.523522 -0.591999 0.332 0.306 -0.825 2.26
C -3.077858 -6.032836 -0.588615 0.955 -1.607 -2.034 -1.47
C -2.656974 -3.831366 -1.812073 1.458 -0.085 1.241 -1.73
N -2.875450 -3.805143 0.586195 0.268 0.189 0.893 -0.01
O -1.494058 -4.110717 0.773509 0.476 1.068 -0.082 1.59
H -3.123004 -2.012692 2.442412 -0.045 -0.914 0.383 -0.28
H -3.695852 -3.027773 3.756448 -0.843 -0.230 1.164 0.89
H -2.078230 -3.235295 3.142583 0.863 -0.162 0.472 0.08
H -2.448510 -5.837280 2.182428 1.646 -0.227 0.374 0.06
H -3.591712 -5.457881 3.516437 0.151 -0.255 0.374 0.53
H -4.012519 -6.265896 1.981224 -0.677 0.357 0.172 0.24
H -5.569704 -3.927898 2.560554 0.014 0.158 -0.429 0.43
H -5.183737 -2.613135 1.435165 0.166 -0.496 -0.088 0.05
H -5.719451 -5.559436 0.671233 -0.181 -0.250 0.327 0.40
H -6.675358 -4.123392 0.250945 -0.259 -0.204 0.132 0.55
H -4.994364 -3.272431 -1.125957 0.005 0.815 -0.370 -0.02
H -5.101976 -4.977934 -1.588088 -0.260 0.417 0.143 0.51
H -3.214736 -6.486337 -1.645580 0.114 1.009 1.339 0.42
H -3.767621 -6.611619 -0.001534 -0.388 0.013 0.449 0.45
H -2.053785 -6.393407 -0.317002 -0.672 0.824 0.023 -0.10
H -1.617634 -4.201265 -1.979595 -0.556 0.365 0.294 -0.28
H -2.640732 -2.741448 -1.629806 0.057 -0.481 -0.069 -0.24
H -3.184434 -4.007560 -2.709475 -0.818 -0.353 -1.035 0.92
H -1.059311 -3.225667 0.669635 -0.136 -1.128 -0.117 -1.12
C 6.497582 4.841957 0.076181 -1.400 0.506 -0.140 -2.14
C 5.028303 4.231623 0.142463 2.086 -0.665 -0.630 2.16
C 4.381996 4.324611 -1.297311 -1.083 -0.316 0.997 -2.28
C 5.166506 2.725069 0.577276 -0.280 1.174 -0.689 -1.12
C 5.426227 2.523750 2.022954 -0.145 -1.772 0.431 -0.50
C 4.345462 3.163010 2.816672 -0.187 0.856 1.293 0.11
C 4.281035 4.673443 2.573022 1.041 -0.194 0.009 1.88
C 3.011255 5.219753 3.177037 0.265 -0.999 1.324 -1.79
C 5.541143 5.242876 3.299113 0.180 0.112 -1.531 -1.69
N 4.196055 4.908645 1.120674 -0.626 0.262 0.021 1.50
O 4.338533 6.306334 0.905352 -0.475 0.517 -0.173 -0.66
H 6.398529 5.938935 0.127814 0.274 -0.481 0.085 0.48
H 7.176807 4.473659 0.818564 0.132 -0.135 0.774 0.39
H 6.985176 4.606214 -0.846637 0.009 -0.234 -0.871 0.48
H 4.642026 3.435572 -1.907121 -0.040 0.520 0.379 0.33
H 3.284694 4.323253 -1.108120 0.499 -0.376 -0.325 0.05
H 4.514867 5.232871 -1.908617 0.602 -0.230 0.566 0.52
H 4.300339 2.157497 0.362544 -1.501 -0.292 -0.498 -0.53
H 5.905267 2.240753 -0.012143 1.030 -0.113 -0.724 0.87
H 5.488648 1.412608 2.250103 -0.060 1.103 -0.217 -0.06
H 6.354936 2.940765 2.293202 1.358 0.434 0.469 0.58
H 4.569312 3.115526 3.917147 -0.799 -0.645 -1.037 -0.18
H 3.382713 2.764731 2.517804 -0.284 -0.434 0.305 -0.50
H 3.067318 5.069077 4.278056 -0.026 0.234 -0.494 0.20
H 2.185072 4.589409 2.847116 -0.299 0.443 -0.247 0.07
H 2.914754 6.270434 2.981020 -0.373 0.442 -0.172 0.57
H 6.384239 5.225674 2.562808 -0.412 -0.204 1.162 0.24
H 5.682582 4.666310 4.204806 0.534 -0.305 -0.028 0.19
H 5.465245 6.255753 3.638939 -0.391 0.818 -0.132 0.40
H 3.448860 6.609384 0.666162 0.260 -0.152 0.016 0.31
C 0.647753 -2.517590 9.715420 -1.748 0.763 -0.606 -1.57
C 1.078184 -2.740778 8.202348 0.341 -0.677 0.754 1.60
C 2.516232 -3.372991 8.287383 -1.232 0.570 0.361 -1.55
C 0.135629 -3.700538 7.409172 0.937 -1.326 0.266 -0.91
C -1.182672 -3.107210 7.041878 -0.689 1.503 -0.797 -0.59
C -0.879745 -1.862735 6.177348 0.685 0.483 -0.051 -1.22
C 0.013867 -0.823355 6.959129 -1.736 -0.085 -0.898 2.50
C 0.391908 0.341375 6.016339 1.619 -1.921 -0.399 -2.04
C -0.790912 -0.209734 8.089475 0.698 1.849 2.436 -1.78
N 1.166934 -1.513035 7.438613 2.565 1.310 -0.179 0.94
O 1.964709 -0.492260 8.188211 -0.496 -1.037 -0.424 -0.72
H 1.172825 -1.592436 10.042087 -0.356 -0.826 0.086 0.24
H -0.491153 -2.346727 9.838647 1.777 -0.143 -0.321 0.25
H 0.864132 -3.363006 10.374169 0.326 0.069 -0.293 0.50
H 2.363173 -4.299335 8.870082 0.734 0.516 0.014 0.54
H 2.914925 -3.623511 7.325787 -0.129 -0.322 -0.733 -0.03
H 3.218801 -2.613282 8.678878 -0.399 -0.705 0.466 0.32
H 0.661900 -4.173421 6.531186 -0.346 0.750 0.652 -0.14
H -0.105974 -4.533556 8.068260 0.375 -0.270 0.228 0.50
H -1.876909 -3.783948 6.486874 0.654 0.278 0.581 0.32
H -1.653832 -2.789976 7.991096 -0.194 -0.160 -0.537 0.30
H -1.712971 -1.256643 5.860048 -0.900 -0.090 0.158 0.34
H -0.436164 -2.169628 5.203422 0.285 0.034 0.666 -0.20
H 0.990641 -0.086309 5.198780 -0.081 0.021 -0.097 -0.02
H 1.051917 1.069561 6.468158 -0.285 0.307 0.406 0.63
H -0.472378 0.760113 5.570170 -0.935 0.636 -0.193 0.37
H -0.131780 -0.273310 8.994688 -0.650 0.292 -0.719 0.35
H -1.712870 -0.659329 8.448645 -0.271 -0.199 -0.612 0.40
H -0.930419 0.911889 7.991535 -0.159 -1.314 -0.197 0.40
H 2.813690 -0.416820 7.707208 -0.308 -0.498 -0.253 0.15
C -0.019231 -6.685661 2.661015 0.496 0.701 -1.192 -1.85
C 1.524428 -6.733093 2.661861 0.344 -1.415 0.279 1.71
C 1.969042 -7.838206 1.638808 -1.014 -0.012 0.436 -1.87
C 2.102116 -5.367509 2.298422 -0.683 0.228 -0.488 0.37
C 3.580509 -5.261695 2.559672 0.235 0.009 2.279 -1.14
C 3.964400 -5.671213 4.027960 -0.574 0.733 -0.024 -0.28
C 3.418328 -7.043211 4.461471 -0.205 0.740 -1.001 1.60
C 4.388143 -8.174670 4.003475 -0.931 1.480 0.583 -1.91
C 3.398728 -7.158604 5.976706 -0.629 0.074 0.012 -1.72
N 1.960697 -7.041515 4.038035 0.906 -0.076 0.521 0.54
O 1.360521 -8.229178 4.510575 -0.287 0.227 0.127 -0.54
H -0.293331 -6.376253 1.598884 -0.210 -0.623 1.398 -0.15
H -0.552545 -7.540074 3.089963 0.468 -0.351 -0.795 0.68
H -0.327635 -5.912884 3.333987 -0.118 0.958 0.236 0.52
H 1.399518 -8.770190 1.885749 0.592 0.578 -0.367 0.52
H 1.681018 -7.529316 0.632239 -0.193 -0.078 0.006 0.17
H 3.030591 -8.042172 1.597147 0.269 -0.026 0.271 0.34
H 1.879798 -5.246280 1.224130 0.083 0.291 0.261 -0.35
H 1.542893 -4.583247 2.836364 0.227 -0.295 -0.082 -0.13
H 4.129507 -5.933848 1.977120 0.740 -1.161 -1.428 0.73
H 4.024456 -4.286952 2.367057 -0.352 0.114 -0.177 -0.11
H 3.545680 -4.944652 4.756882 0.262 -0.091 -0.449 -0.99
H 5.064862 -5.652040 4.115111 -0.370 -0.031 0.122 0.75
H 3.851864 -9.068277 4.104983 -0.543 -1.719 -0.125 0.43
H 5.144133 -8.178851 4.771094 0.586 -0.145 -0.024 0.53
H 4.821941 -8.073779 3.035115 0.222 0.108 -0.748 0.38
H 3.112357 -8.212987 6.206020 0.371 0.960 0.357 0.42
H 2.648740 -6.446218 6.372007 0.323 -0.510 0.003 0.15
H 4.391744 -6.874836 6.342115 -0.182 -0.311 0.218 0.48
H 1.716844 -8.949403 3.986681 0.150 -0.446 -0.301 0.39
C 1.521472 2.642507 -5.187147 1.314 1.020 -0.126 -1.41
C 2.294538 3.977752 -5.468501 -0.690 -0.139 -0.407 1.47
C 3.776733 3.754827 -5.044553 -1.447 -0.411 1.712 -1.41
C 2.164338 4.300005 -6.986197 1.097 1.384 1.093 -0.62
C 2.748942 5.728636 -7.180745 -0.107 -0.590 -1.132 -0.95
C 2.006087 6.823470 -6.474995 -0.881 -0.472 -0.529 -1.37
C 1.786637 6.519013 -5.020331 0.915 -0.838 1.132 1.94
C 3.067434 6.928698 -4.268489 0.531 0.409 -0.262 -1.85
C 0.593488 7.351373 -4.586074 -1.074 -1.686 1.171 -1.88
N 1.500916 5.057260 -4.838107 -0.444 -0.374 1.442 0.14
O 1.431623 4.716814 -3.383924 0.094 0.704 -1.684 2.40
H 1.794806 1.993342 -5.996638 0.398 -0.802 -0.228 0.87
H 1.757318 2.201629 -4.206884 -0.182 0.182 -0.386 -0.45
H 0.478540 2.808588 -5.327380 -0.926 0.272 0.292 -0.40
H 4.204005 3.026183 -5.691526 0.180 -1.065 -0.443 0.49
H 4.444179 4.578760 -5.145214 0.204 0.905 0.277 0.46
H 3.757591 3.359466 -3.973412 0.304 0.642 -1.421 -0.24
H 2.786997 3.622324 -7.567647 -0.307 -0.281 -0.113 0.48
H 1.119974 4.291471 -7.252583 -0.389 -0.311 -0.305 0.23
H 3.747299 5.672700 -6.772516 0.559 0.201 -0.272 0.37
H 2.788867 5.989343 -8.257260 0.268 -0.266 0.452 0.41
H 1.032067 6.994634 -6.951793 0.093 -0.163 -0.064 0.38
H 2.531985 7.765351 -6.527928 0.269 0.324 -0.165 0.45
H 3.173346 8.017114 -4.244785 -0.222 0.020 0.179 0.57
H 3.993177 6.592230 -4.745829 -0.279 -0.117 -0.335 0.34
H 3.151504 6.533399 -3.273809 -0.445 -0.095 0.628 0.01
H 0.273302 7.167910 -3.546580 0.506 0.070 -0.123 -0.05
H -0.307483 7.079890 -5.158399 0.391 0.188 -0.199 0.34
H 0.822088 8.377653 -4.685007 0.149 1.233 -0.260 0.56
H 0.462150 4.731060 -3.223657 0.204 0.261 0.279 -0.85
C -1.621435 2.626454 -7.410898 0.341 -1.498 0.798 -1.36
C -2.791393 1.577498 -7.360947 -0.187 3.097 -0.128 1.29
C -4.014878 2.588527 -7.275813 0.045 -1.864 0.894 -1.97
C -2.943609 0.842422 -8.689070 0.681 -0.241 0.466 -1.44
C -2.017488 -0.333408 -8.765349 -0.156 -0.813 0.971 -0.74
C -2.131873 -1.228329 -7.525216 0.831 0.032 0.796 -1.16
C -1.760102 -0.468017 -6.196911 0.839 -0.102 -0.791 2.24
C -2.095650 -1.323032 -4.977177 -0.238 -0.373 0.117 -1.84
C -0.256674 -0.124265 -6.100914 -0.126 0.426 1.057 0.55
N -2.738246 0.678393 -6.197989 0.225 -0.450 -1.078 0.12
O -2.521160 1.501560 -5.077835 -0.968 -0.779 1.591 2.76
H -0.663561 2.140857 -7.429238 0.631 -0.298 -0.171 0.40
H -1.674697 3.235462 -8.285003 -0.294 0.532 -0.578 0.77
H -1.598937 3.231001 -6.505317 -0.258 0.132 -0.090 -0.23
H -4.031932 3.142556 -8.197543 -0.172 0.285 -0.307 0.48
H -4.901757 1.976283 -7.162113 -0.546 -0.082 -0.335 0.50
H -4.048753 3.253515 -6.409769 0.610 0.002 -0.138 -0.16
H -3.946581 0.543211 -8.867568 -1.176 -0.517 0.280 0.44
H -2.746748 1.494516 -9.516887 0.318 0.762 -0.303 0.40
H -2.159904 -0.932836 -9.655773 -0.062 -0.027 -0.289 0.54
H -1.004831 0.016505 -8.747304 0.761 0.275 -0.391 0.30
H -1.491543 -2.121030 -7.689744 -0.282 0.448 0.432 0.11
H -3.132888 -1.561082 -7.303777 -0.635 -0.318 -0.498 0.59
H -3.158000 -1.452018 -5.074439 -0.758 -0.347 0.569 0.37
H -1.835618 -0.931453 -3.986463 -0.149 0.584 -0.357 -0.21
H -1.635913 -2.316744 -4.930556 0.050 0.120 -0.650 0.24
H 0.344017 -1.008358 -5.769525 -0.666 0.771 -0.311 -0.99
H -0.124349 0.692249 -5.349153 -0.101 -0.772 -0.435 -0.76
H 0.161044 0.252680 -7.015393 0.240 0.059 -0.552 0.58
H -3.159338 1.061425 -4.452587 0.997 1.054 -0.452 -1.39
C -0.935193 -0.004107 -1.280579 -0.385 -1.549 -0.490 0.81
C 0.562095 -0.254984 -1.188193 0.980 1.510 -1.135 1.57
C 1.008844 -0.937062 -2.539404 -0.542 0.374 1.138 -0.95
C 1.292129 1.134025 -1.103099 -0.084 -0.335 1.179 -0.81
C 1.343330 1.751282 0.354083 -0.189 -1.074 -0.817 -0.07
C 1.879927 0.705050 1.347090 -0.521 -0.994 0.580 -1.65
C 1.004368 -0.621554 1.327505 1.043 1.219 -1.377 1.94
C 1.628070 -1.753078 2.120580 -1.276 0.586 1.546 -0.16
C -0.429430 -0.358710 1.778284 -0.550 0.200 0.065 -0.65
N 1.100572 -1.062135 -0.083856 -0.514 -1.138 -0.459 0.83
O 0.479003 -2.392788 -0.141172 -0.578 1.543 0.234 3.88
H -1.261494 0.540574 -2.188766 0.580 -0.180 0.343 -1.07
H -1.373481 -1.019138 -1.333381 -0.306 0.490 0.095 -0.14
H -1.332536 0.496546 -0.430357 -0.338 0.470 0.561 -0.08
H 2.029192 -1.280219 -2.436694 0.339 -0.183 0.013 0.38
H 0.347732 -1.796165 -2.740588 0.218 0.321 -0.188 -0.17
H 0.987005 -0.193901 -3.340660 -0.254 -0.176 -0.028 -0.30
H 2.302674 0.963956 -1.421933 0.826 -0.058 -0.094 0.77
H 0.870189 1.811355 -1.849249 -0.225 0.099 0.219 -0.70
H 1.951509 2.640238 0.374777 0.471 0.380 -0.165 0.43
H 0.354018 2.100379 0.633864 -0.286 -0.121 0.169 -0.02
H 1.957316 1.039047 2.406574 -0.357 0.136 -0.626 0.47
H 2.903466 0.407115 1.086352 -0.095 0.052 -0.185 0.26
H 0.898690 -2.561344 2.159054 0.010 0.000 0.383 -0.82
H 1.834250 -1.369681 3.128380 -0.241 -0.220 0.026 -0.39
H 2.525994 -2.200761 1.788930 1.076 -0.032 -0.973 0.19
H -0.538894 -0.512894 2.846163 0.229 0.183 0.428 0.03
H -1.066534 -1.162778 1.358501 -0.018 0.776 -0.114 -0.78
H -0.787772 0.693940 1.552835 0.289 -1.552 0.118 -0.62
H 1.075654 -2.918074 -0.667294 0.460 -0.627 -0.409 -1.15
C -3.389249 2.398486 0.918426 0.036 -0.247 1.730 -0.25
O -3.674101 2.077301 -0.387169 0.131 0.881 -1.229 0.12
C -4.308622 0.852800 -0.570443 0.102 -1.115 0.331 0.68
C -4.575324 0.675743 -2.038212 0.352 -0.247 -0.322 -0.13
N -5.457665 1.731767 -2.529605 -0.550 -1.681 0.468 -0.01
C -5.909333 1.551649 -3.878515 -0.931 -0.483 -0.898 0.61
C -7.155041 0.667675 -4.001099 -0.427 -0.711 0.510 -1.31
O -6.816927 -0.707699 -3.697278 -0.349 0.075 -1.580 -0.21
C -6.492787 -1.438694 -4.920287 -0.936 0.462 1.055 -0.70
H -4.175397 2.010602 1.582493 0.245 0.149 -0.248 -0.19
H -3.384302 3.481054 1.023069 0.095 0.152 -0.053 0.34
H -2.422581 2.004076 1.315150 -0.250 0.100 -0.580 0.22
H -5.273188 0.788670 -0.028631 0.608 0.065 0.096 -0.67
H -3.600319 0.078344 -0.206512 -0.612 -0.160 -0.123 -0.08
H -4.965794 -0.320382 -2.242378 -0.456 0.113 0.192 0.44
H -3.607048 0.659131 -2.566891 0.156 0.251 -0.029 -0.98
H -4.958318 2.569040 -2.440190 0.613 1.530 0.170 0.30
H -5.168542 1.027220 -4.486496 0.400 0.365 -0.478 -0.65
H -6.182073 2.522886 -4.292015 0.335 0.075 -0.219 0.68
H -7.773435 0.706358 -4.924717 1.032 0.158 -0.074 0.39
H -7.879552 0.994794 -3.272861 -0.139 0.000 0.773 0.38
H -7.379011 -1.773056 -5.506983 0.269 0.075 0.756 0.32
H -5.877367 -2.253386 -4.592250 0.118 -0.649 -0.051 0.19
H -5.927353 -0.830316 -5.589235 0.685 0.630 -0.477 0.23
C -3.369284 0.992306 4.394784 -0.293 0.747 1.276 -0.14
O -4.718551 1.414127 4.236448 0.389 0.202 -0.543 -0.46
C -4.789309 2.834556 3.995387 -0.246 -1.282 -1.308 -0.17
C -6.122248 3.044699 3.295639 -1.805 0.439 2.448 -1.01
N -6.328999 2.222122 2.167157 -0.211 0.184 -1.594 0.49
C -7.598608 2.458810 1.511407 -0.767 -0.805 -0.354 -1.27
C -7.792570 1.515687 0.323430 1.134 -0.841 0.513 0.42
O -7.592692 0.182873 0.823936 -0.837 -0.432 -0.257 -0.47
C -7.755934 -0.832367 -0.180103 0.825 1.359 -0.336 -0.15
H -3.241347 -0.072363 4.175637 -0.209 0.248 -0.188 -0.13
H -3.075181 1.167531 5.470214 0.070 -0.162 -0.911 0.28
H -2.793341 1.649945 3.742609 0.668 -0.489 0.007 0.20
H -4.019116 3.177461 3.266516 -0.050 -0.369 0.720 -0.06
H -4.663342 3.319227 4.946928 -0.178 0.708 0.306 0.55
H -6.235795 4.083297 2.976315 0.090 0.109 0.226 0.35
H -6.967609 2.816967 4.057178 1.045 0.656 -0.663 0.39
H -6.365852 1.266155 2.421952 0.413 -1.093 0.451 0.08
H -7.674950 3.440698 1.083287 0.152 0.824 0.089 0.45
H -8.474116 2.312706 2.197472 0.486 0.169 -0.224 0.40
H -7.005357 1.628109 -0.438553 -0.444 0.634 -0.043 -0.42
H -8.784478 1.662579 -0.113158 -0.068 -0.164 -0.031 0.55
H -7.677721 -1.795215 0.298692 0.272 -0.238 0.149 0.09
H -6.986335 -0.677307 -0.982938 -0.504 -0.419 0.573 -0.02
H -8.726266 -0.770636 -0.662933 -0.353 0.114 -0.046 0.37
C 1.995204 -2.704337 -7.442658 2.694 -2.777 0.419 -0.68
O 1.652335 -3.933282 -6.754388 -0.466 0.571 -0.056 -0.51
C 0.586455 -3.776383 -5.781969 0.614 1.427 -2.118 1.41
C 0.450016 -4.977442 -4.961209 0.340 1.064 3.683 -0.72
N 1.475187 -4.875626 -3.889805 -0.184 -0.683 -0.612 -0.15
C 1.560760 -5.862697 -2.851052 1.081 -0.755 -0.306 -0.77
C 2.608081 -5.427570 -1.877549 1.097 0.148 -0.843 -0.58
O 2.360635 -4.113335 -1.397165 -0.635 -0.688 -0.683 -0.07
C 3.467215 -3.458817 -0.835277 -0.195 -0.109 -0.279 -0.71
H 2.332805 -1.931287 -6.771269 -0.126 0.378 0.394 0.24
H 1.273372 -2.393928 -8.115360 -1.927 0.824 -1.056 0.30
H 2.879667 -2.997795 -8.090109 -0.871 0.372 0.821 0.31
H -0.366251 -3.620536 -6.301371 0.094 0.389 -0.124 0.11
H 0.891193 -2.885043 -5.232056 -0.579 0.055 0.516 -0.99
H 0.704490 -5.772423 -5.577896 -0.011 -1.946 -0.973 0.51
H -0.570589 -5.037379 -4.480559 0.665 -0.188 -0.841 0.21
H 1.539086 -3.954732 -3.493386 -0.260 0.264 0.060 0.00
H 1.961861 -6.851774 -3.222975 -0.678 0.839 0.073 0.38
H 0.730875 -6.061647 -2.228309 -2.017 -0.197 0.155 0.24
H 3.495160 -5.513716 -2.517620 0.626 0.793 0.556 0.42
H 2.720875 -6.147698 -1.080408 -0.072 -0.162 0.576 0.22
H 3.089536 -2.489410 -0.548066 0.296 0.580 -0.069 -0.11
H 4.281069 -3.416418 -1.566318 0.098 0.161 0.253 0.55
H 3.740839 -3.968356 0.068439 0.653 -0.376 0.539 -0.03
C 4.618933 3.885879 7.171733 -1.330 -0.281 0.007 -0.93
O 4.747994 2.935534 6.171146 1.513 -1.551 -0.929 -0.26
C 4.590590 1.590776 6.665643 -1.742 0.625 -2.119 -0.63
C 4.642692 0.516719 5.563298 -0.003 -0.475 -0.188 0.34
N 4.375711 -0.770709 6.220666 -0.446 0.323 -0.092 -0.02
C 3.882762 -1.774030 5.288142 -1.806 -0.425 0.897 0.28
C 4.567258 -1.918599 3.989406 0.211 1.147 -1.786 1.89
O 5.962891 -1.990539 4.104315 0.338 0.788 0.046 -0.65
C 6.554913 -2.285401 2.860561 1.631 0.226 0.565 -0.61
H 4.646459 4.880051 6.753192 -0.274 0.224 -0.368 0.28
H 5.378369 3.858400 7.914137 0.880 -0.355 0.827 0.31
H 3.651211 3.632493 7.607453 -0.204 0.826 0.688 0.37
H 3.541488 1.550566 6.995507 0.217 -0.191 0.520 0.15
H 5.240592 1.303834 7.451862 0.909 0.146 0.960 0.51
H 5.557088 0.396674 4.950740 -0.126 0.769 0.402 0.31
H 3.811970 0.600965 4.864445 -0.075 0.707 -0.116 -0.47
H 5.236622 -1.102552 6.594834 0.695 -0.367 0.430 0.39
H 2.803561 -1.540170 5.023330 1.049 -0.286 0.564 -0.51
H 3.862298 -2.748654 5.811522 0.060 0.537 -0.200 -0.49
H 4.272112 -1.057684 3.295225 0.443 -0.861 0.635 0.10
H 4.232530 -2.833205 3.517336 -0.439 -0.186 -0.186 -0.83
H 7.635348 -2.407195 3.026644 -0.249 0.171 0.153 0.36
H 6.479847 -1.561929 2.029274 -0.653 0.048 0.518 0.18
H 6.216176 -3.249189 2.595718 -0.583 -1.164 -0.985 0.19
C 0.795119 8.187866 -0.531355 1.784 2.178 -0.153 -0.74
O -0.076393 7.199201 -0.809975 -1.216 -1.627 -0.408 -0.37
C 0.373018 5.927260 -0.431592 -0.746 -1.832 0.659 0.16
C -0.744954 4.873898 -0.756490 0.553 0.420 -0.079 -0.40
N -1.115493 5.089021 -2.183656 0.419 -0.074 0.904 -0.02
C -2.057078 4.148476 -2.720036 -0.018 -0.750 -1.478 -0.18
C -2.846866 4.737447 -3.903387 0.970 -1.064 -0.927 0.33
O -3.451574 5.947351 -3.566776 -1.448 0.937 -0.722 -0.54
C -3.971878 6.671540 -4.740519 2.564 -0.343 0.047 -0.64
H 0.394000 9.125436 -0.935490 0.076 -0.186 -0.136 0.28
H 1.799458 8.025241 -1.010320 -0.583 0.060 0.412 0.20
H 0.920524 8.401180 0.540153 0.140 -0.419 0.114 0.34
H 0.598224 5.897230 0.668388 -0.065 0.049 -0.707 0.49
H 1.246016 5.544031 -0.993233 0.032 0.795 0.055 -0.26
H -1.626076 4.999823 -0.061014 0.744 -0.282 -0.630 0.10
H -0.263587 3.850719 -0.623321 -0.822 1.148 -0.194 -0.21
H -1.516820 6.016722 -2.261131 0.088 0.085 0.039 0.54
H -2.788264 3.809480 -2.027891 -0.727 -0.214 1.139 0.25
H -1.546634 3.198089 -3.068826 -0.366 0.976 0.140 -0.56
H -3.550399 3.951342 -4.230721 -0.200 0.255 0.169 -0.37
H -2.194179 4.881103 -4.797740 0.006 0.060 0.500 0.16
H -4.103601 7.723149 -4.457394 -0.120 -0.440 0.113 0.32
H -4.864887 6.285650 -5.252680 0.141 -0.320 0.626 0.25
H -3.094784 6.620847 -5.464494 -1.196 0.293 0.387 0.21
```
Forces are in eV/Å.

Results
Charge: 0
SMILES: CC1(C)CCCC(C)(C)N1O.CC1(C)CCCC(C)(C)N1O.CC1(C)CCCC(C)(C)N1O.CC1(C)CCCC(C)(C)N1O.CC1(C)CCCC(C)(C)N1O.CC1(C)CCCC(C)(C)N1O.CC1(C)CCCC(C)(C)N1O.COCCNCCOC.COCCNCCOC.COCCNCCOC.COCCNCCOC.COCCNCCOC
Energy relative to the best compared isomer or geometry (same formula, charge and spin) (kJ/mol): 166.8
HOMO (eV): -8.16
Orbital gap (eV): 8.7
Total energy (eV): -152486.7313